This record from OMol25 describes one molecule with the formula C13H16N2O4. The level of theory is wB97M-V/def2-TZVPD.

- E_tot: -915.5263 a.u.
- Relative energy (zero: lowest compared OMol25 entry of this formula, charge and spin): 0.00 kJ/mol
- SMILES string: CCOC(=O)CCC(=O)Nc1ccccc1C(N)=O
- LUMO: 0.42 eV

Geometry as XYZ:
```
35
Properties=species:S:1:pos:R:3:forces:R:3:nbo_charge:R:1
C -2.100499 -2.071449 -2.160378 0.1 0.3 0.3 -0.63
C -1.227676 -1.400729 -1.109870 0.0 -0.6 0.0 -0.08
H -0.217574 -1.225011 -1.488277 -0.1 0.0 0.1 0.19
H -1.188002 -2.013362 -0.202729 0.1 0.1 -0.1 0.20
O -1.722248 -0.107088 -0.766452 0.0 0.3 -0.3 -0.52
C -2.691544 -0.044859 0.152353 -0.3 0.2 0.0 0.80
O -3.181891 -1.006069 0.681576 0.0 -0.2 0.1 -0.60
C -3.062073 1.392383 0.449617 0.0 -0.1 0.1 -0.49
C -2.029182 2.038376 1.389571 0.0 0.1 -0.3 -0.48
C -0.705309 2.199782 0.653639 -0.2 0.0 0.4 0.70
O -0.504707 3.114858 -0.113330 0.0 0.2 -0.2 -0.61
N 0.178423 1.205486 0.941630 0.0 -0.3 0.5 -0.65
C 1.405948 0.936146 0.361013 0.2 -0.1 -0.1 0.29
C 2.055855 1.860294 -0.458452 -0.1 0.2 -0.1 -0.27
C 3.293800 1.574699 -0.994868 0.0 -0.2 0.1 -0.16
C 3.917234 0.366896 -0.718253 0.1 -0.1 -0.1 -0.25
C 3.275163 -0.566410 0.069756 -0.1 0.1 0.0 -0.17
C 2.011139 -0.316741 0.604180 0.1 0.3 -0.1 -0.23
C 1.311455 -1.344752 1.414246 0.0 -0.2 0.0 0.67
O 0.437072 -1.084105 2.232450 -0.2 0.0 0.1 -0.64
N 1.664569 -2.629834 1.191199 0.1 -0.3 0.0 -0.81
H 2.321092 -2.902438 0.483767 -0.1 0.0 0.0 0.40
H 1.198329 -3.343375 1.726967 0.0 0.1 0.0 0.41
H 3.784128 -1.491521 0.299456 0.0 -0.1 0.0 0.20
H 4.898589 0.155122 -1.114456 0.1 0.0 0.0 0.22
H 3.784772 2.304976 -1.620169 0.0 0.1 0.0 0.22
H 1.574202 2.802474 -0.658548 0.0 0.0 0.0 0.26
H -0.104462 0.480773 1.606798 0.0 0.3 -0.1 0.44
H -2.387945 3.031957 1.662158 0.1 -0.1 0.0 0.24
H -1.914010 1.435973 2.291083 0.0 0.0 0.0 0.22
H -3.091571 1.955482 -0.483939 0.0 0.0 0.0 0.24
H -4.044407 1.400525 0.922296 0.1 -0.1 -0.1 0.24
H -1.662329 -3.023304 -2.446841 0.0 -0.1 -0.1 0.21
H -2.181743 -1.437493 -3.039870 0.0 0.0 -0.1 0.21
H -3.094610 -2.247667 -1.757307 -0.1 -0.1 0.0 0.22
```
Positions in Å, forces in eV/Å.

---

This record from OMol25 describes one molecule with the formula C13H16N4O2S in a non-equilibrium geometry. The level of theory is wB97M-V/def2-TZVPD.

- E_tot: -1272.5724 a.u.
- Relative energy (zero: lowest compared OMol25 entry of this formula, charge and spin): 319.57 kJ/mol
- SMILES string: CCOC(=O)c1nnc(-c2cccs2)nc1NC(C)C
- LUMO: -0.57 eV

Geometry as XYZ:
```
36
Properties=species:S:1:pos:R:3:forces:R:3:nbo_charge:R:1
O 0.431002 -0.316272 2.831381 -4.4 -1.2 -2.1 -0.62
N -2.491887 -0.065945 -0.870178 -0.7 -0.2 -1.0 -0.30
N -2.260890 -0.413448 0.423859 -1.0 0.9 -2.9 -0.09
N -0.270169 0.318551 -1.262312 2.6 0.2 -0.5 -0.51
O -1.848200 -0.814738 3.148982 1.3 0.5 -4.7 -0.50
S -0.099219 0.727247 -4.191026 -0.1 -0.6 1.0 0.47
C -0.722937 -0.546844 2.310901 1.2 0.9 4.9 0.78
C -1.060676 0.947792 -5.570537 -0.7 0.9 0.3 -0.42
C -2.390210 0.901890 -5.288260 -2.0 0.2 0.6 -0.25
C -2.653626 0.516346 -3.878110 -1.6 1.3 -2.9 -0.19
C -1.521928 0.425118 -3.216302 1.0 0.0 1.7 -0.27
C -1.457593 0.261042 -1.764260 -0.8 -1.9 3.4 0.40
C -1.050572 -0.346309 0.876124 2.4 0.3 0.5 -0.07
C 0.005656 0.088031 0.004111 1.3 1.4 0.4 0.45
N 1.299928 0.435539 0.406478 -2.9 -1.3 0.4 -0.59
C -0.946233 -1.830473 5.107133 1.4 1.2 0.9 -0.64
C 3.443758 -0.289971 0.496182 1.9 -3.1 -0.2 -0.62
C 2.967897 1.368052 -1.279607 0.4 -2.4 -1.3 -0.60
C -1.856333 -0.734737 4.529870 1.2 0.0 1.4 -0.06
C 2.427699 0.128514 -0.499858 -0.5 3.0 1.4 -0.05
H -0.590628 1.396872 -6.426089 0.0 -0.3 -0.4 0.24
H -3.233257 1.304481 -5.934523 1.4 -0.9 0.6 0.23
H -3.616456 0.521582 -3.353392 0.4 -0.2 -0.5 0.25
H 1.394541 0.093157 1.388176 0.3 0.6 -1.0 0.43
H -0.964674 -2.769355 4.559043 -0.1 0.2 -0.5 0.22
H 0.114572 -1.499472 5.274122 -1.0 -0.4 -0.5 0.22
H -1.315953 -2.076866 6.080781 -0.2 -0.2 0.8 0.21
H 4.032332 0.535528 0.884234 -0.2 0.0 0.3 0.22
H 4.134391 -0.964566 -0.070471 0.0 0.6 0.6 0.22
H 3.026816 -0.971233 1.309298 0.5 1.1 -0.9 0.22
H 3.587836 1.981372 -0.704368 0.9 0.9 1.3 0.20
H 3.622283 0.994293 -2.106074 -0.4 0.1 0.6 0.21
H 2.274918 1.995775 -1.765235 -1.4 0.4 -0.4 0.22
H -2.848783 -1.031381 4.879483 -0.2 0.5 -0.6 0.19
H -1.668000 0.351929 4.833369 0.1 -1.6 0.0 0.19
H 2.104595 -0.621500 -1.162925 -0.1 -1.0 -0.9 0.20
```
Positions in Å, forces in eV/Å.

---

| no. | orbital gap (eV) |
| --- | --- |
| 1 | 9.09 |
| 2 | 8.38 |